[1]
Computed, not measured: one molecule with the formula C2H2N2O2S2 at a distorted geometry, with the ωB97M-V functional and the def2-TZVPD basis.

The geometry in XYZ format:
```
10
Properties=species:S:1:pos:R:3:forces:R:3
S -0.216 -0.428 2.055 0.23 -0.36 0.93
S 1.961 -1.188 -0.551 0.49 0.11 0.24
O -1.059 0.940 -1.435 0.31 0.43 -0.46
O -2.410 1.295 0.271 0.66 -0.44 0.48
N 0.240 0.458 -1.700 -0.32 -0.50 -0.65
N 0.606 -0.206 -0.526 -0.51 -0.09 2.04
C -1.378 0.842 -0.110 -0.36 0.17 -0.44
C -0.258 0.038 0.541 0.15 0.32 -1.84
H 0.853 1.259 -1.778 -0.08 0.64 -0.04
H 2.878 -0.340 0.025 -0.57 -0.26 -0.26
```
Forces are in eV/Å.

E (hartree): -1133.67275
Max |F| (Eh/bohr): 0.041
HOMO (eV): -9.264
SMILES: O=c1o[nH]n(S)c1=S
LUMO energy (Ha): -0.0334
HOMO-LUMO gap (eV): 8.355


[2]
Computed, not measured: C42H36F5IrN4PS as an isolated structure at a distorted geometry, with the ωB97M-V functional and the def2-TZVPD basis.

The geometry in XYZ format:
```
90
Properties=species:S:1:pos:R:3:forces:R:3
Ir 0.136 -0.797 0.440 -0.94 -0.14 -0.22
S 1.170 -2.397 2.160 -0.54 0.38 0.34
P -1.531 1.434 -0.752 -0.84 0.07 0.38
F 0.381 -3.603 7.013 -0.08 0.16 -0.11
F 1.370 -4.085 4.533 -0.28 0.36 0.25
F -1.332 0.539 5.497 0.17 -0.38 0.07
F -0.994 -1.294 7.507 0.23 -0.13 -0.51
F -0.357 0.047 3.042 0.00 -0.32 0.90
N 3.754 0.746 0.345 -0.05 -0.10 0.09
N 0.854 -0.882 -1.748 -0.13 0.03 0.38
N 1.554 0.889 1.074 -0.42 -0.17 0.04
N -0.487 -2.953 -0.572 0.27 0.28 0.12
C -0.061 -3.096 -1.839 -0.24 -0.70 -0.19
C 2.746 1.399 0.931 -0.27 0.16 0.03
C -2.337 2.244 -2.161 0.34 -0.15 0.13
C -1.919 4.316 2.817 0.00 -0.02 -0.08
C 0.526 -2.043 3.725 0.30 -0.16 -0.66
C -0.504 -1.534 6.305 0.02 -0.06 0.08
C 0.703 -2.961 4.774 0.06 -0.22 0.40
C 1.144 -2.174 -3.769 -0.16 0.24 0.59
C 1.492 0.126 -2.320 0.02 0.01 0.01
C -3.665 3.400 -4.302 0.04 -0.09 0.09
C 1.834 -1.096 -4.344 -0.03 0.16 0.29
C 0.921 -3.396 -4.465 -0.19 -0.43 -0.03
C -1.172 -3.927 -0.012 -0.03 -0.12 0.06
C 4.770 2.085 -1.458 0.19 -0.11 0.23
C -0.710 3.551 0.889 -0.06 -0.09 -0.07
C -2.821 -1.537 1.540 -0.39 0.01 0.24
C -4.753 -0.871 0.255 -0.16 0.26 -0.37
C 4.965 1.424 -0.092 0.16 0.39 -0.40
C -0.823 4.407 1.971 0.03 0.03 0.09
C 0.657 -2.018 -2.448 0.30 -0.01 -0.66
C -3.418 2.033 -4.298 -0.01 0.03 -0.10
C -2.924 3.398 2.553 0.02 -0.04 0.09
C 4.574 -1.469 1.030 -0.20 0.09 -0.19
C -2.621 0.085 -0.213 0.56 0.32 -0.08
C 0.211 -4.401 -3.901 0.25 0.25 -0.27
C -2.813 2.532 1.481 0.07 0.07 -0.11
C -2.015 -0.722 0.760 1.34 0.03 -0.51
C -4.185 -1.606 1.287 0.44 -0.12 0.33
C -0.303 -4.277 -2.579 0.07 0.39 0.41
C -1.474 -5.125 -0.666 0.11 -0.05 -0.30
C -1.026 -5.306 -1.953 -0.05 0.17 0.29
C 1.996 0.062 -3.618 -0.01 -0.22 -0.19
C -2.738 1.456 -3.244 0.10 -0.02 0.17
C -0.680 -0.602 5.280 -0.04 0.35 -0.49
C -2.553 3.621 -2.184 -0.03 -0.09 0.12
C -3.978 -0.016 -0.510 -0.19 -0.18 -0.07
C 3.020 2.786 1.449 -0.04 0.01 0.13
C 3.704 -0.677 0.058 0.03 -0.40 0.15
C -1.699 2.600 0.644 0.18 -0.22 -0.10
C 0.196 -2.718 6.046 0.18 -0.19 -0.19
C -0.171 -0.866 4.020 -0.34 0.60 -0.04
C -3.230 4.190 -3.246 -0.02 0.07 -0.17
H 2.227 -1.188 -5.345 0.03 0.02 -0.11
H 4.211 -1.355 2.047 -0.03 0.05 0.17
H 5.762 0.682 -0.167 -0.08 0.06 0.12
H -3.793 3.345 3.192 -0.05 0.01 0.06
H -4.427 0.609 -1.269 -0.05 0.02 -0.03
H -0.058 5.145 2.163 0.07 0.06 -0.01
H 4.522 1.341 -2.211 -0.04 -0.09 -0.10
H -2.037 -5.892 -0.157 -0.02 -0.01 0.05
H 4.051 -0.838 -0.967 -0.15 -0.01 -0.01
H -5.817 -0.927 0.080 -0.08 -0.01 -0.03
H -1.213 -6.226 -2.485 -0.05 -0.09 -0.05
H 0.028 -5.319 -4.436 0.01 -0.10 -0.10
H 4.542 -2.524 0.775 0.05 -0.16 -0.03
H -1.994 4.964 3.674 -0.03 0.13 0.08
H 3.865 2.775 2.135 0.03 0.02 0.03
H 0.137 3.631 0.222 0.15 0.00 -0.07
H -3.758 1.421 -5.120 -0.01 -0.05 -0.09
H -4.189 3.848 -5.130 -0.08 0.06 -0.08
H 5.281 2.164 0.640 0.02 -0.10 0.02
H 1.623 1.016 -1.723 -0.02 0.07 0.13
H -2.411 -2.111 2.362 0.08 -0.11 -0.01
H 2.668 -1.021 0.138 0.30 0.08 -0.18
H 5.693 2.574 -1.761 0.05 0.07 -0.09
H -2.221 4.241 -1.364 -0.02 0.04 0.08
H -2.529 0.393 -3.241 -0.05 -0.07 -0.03
H -3.427 5.251 -3.253 0.02 0.08 0.00
H 0.946 1.519 1.592 0.23 -0.03 -0.11
H 2.511 0.910 -4.037 0.04 0.12 0.00
H 3.980 2.833 -1.434 -0.07 0.07 0.02
H -1.501 -3.773 1.005 0.01 0.05 0.08
H -3.600 1.822 1.280 -0.06 -0.06 0.07
H 3.255 3.479 0.644 0.03 0.03 -0.07
H 1.335 -3.499 -5.456 -0.01 -0.02 -0.13
H -4.808 -2.237 1.903 -0.09 -0.08 0.02
H 5.609 -1.140 0.992 0.11 -0.03 0.04
H 2.153 3.166 1.985 0.00 -0.03 -0.04
```
Forces are in eV/Å.

E (hartree): -3183.68173
Max |F| (Eh/bohr): 0.028
2S+1: 6
HOMO (alpha / beta) (eV): -12.645 / -13.259
Net charge: +2
LUMO energy (alpha / beta) (Ha): -0.1986 / -0.3000
HOMO-LUMO gap (alpha / beta) (eV): 7.240 / 5.096


[3]
Computed, not measured: C23H32F5N3O2ReSe as an isolated structure at a distorted geometry, with the ωB97M-V functional and the def2-TZVPD basis.

The geometry in XYZ format:
```
67
Properties=species:S:1:pos:R:3:forces:R:3
Re 0.035 -0.636 0.754 -0.18 0.09 1.35
Se -0.723 3.534 -1.730 0.03 0.00 -0.05
F -3.626 -0.027 -4.158 -0.02 -0.05 -0.03
F -1.005 0.654 -3.195 0.07 -0.04 0.00
F -5.241 2.406 -4.189 -0.05 0.04 -0.02
F -4.336 1.584 -0.820 -0.05 -0.02 0.08
F -3.655 4.524 -2.715 -0.05 0.05 -0.02
O -0.713 1.513 0.986 -0.25 0.09 -0.12
O -0.704 0.124 2.623 -0.16 0.25 0.10
N 1.138 0.306 -0.907 0.11 -0.30 -0.13
N 1.456 3.196 0.973 -0.01 -0.07 0.00
N 1.855 -0.234 2.003 -0.01 0.13 -0.16
C -3.303 1.101 -3.595 0.06 0.00 0.07
C -4.517 2.413 -1.829 0.11 -0.01 -0.13
C 1.623 -3.647 0.670 -0.02 -0.03 0.00
C -1.594 -1.913 -0.283 0.09 0.10 -0.27
C 0.219 -2.641 -1.990 -0.01 -0.03 0.04
C -2.079 1.433 -3.140 -0.09 0.04 -0.04
C -2.971 -1.608 1.880 0.02 -0.01 0.03
C -4.318 2.136 -3.267 0.00 0.04 0.02
C 2.606 0.630 -0.938 0.02 0.01 -0.02
C -3.487 3.215 -2.520 0.04 -0.08 0.01
C -0.509 -2.532 1.689 -0.16 0.06 -0.23
C -0.302 -2.894 3.125 -0.02 -0.05 0.01
C 3.396 -0.189 0.071 0.02 -0.01 0.03
C -2.665 -1.530 -1.253 0.01 -0.04 0.01
C 3.178 0.254 1.513 0.06 -0.16 -0.06
C 2.904 2.124 -0.785 -0.04 0.01 0.00
C -2.075 2.707 -2.484 -0.05 0.07 0.06
C 0.345 -2.872 0.593 0.17 0.17 -0.16
C -1.075 1.240 2.170 0.34 -0.31 -0.06
C 2.847 2.703 0.628 -0.01 -0.02 -0.05
C -1.719 -1.933 1.132 0.07 -0.15 -0.01
C -0.318 -2.462 -0.603 0.06 0.09 -0.20
C 3.399 1.757 1.694 0.00 0.04 0.03
H 4.481 1.902 1.675 0.00 0.01 0.01
H 0.738 -3.142 3.336 0.01 0.02 0.01
H 3.934 2.261 -1.121 0.00 0.01 0.00
H 2.958 0.363 -1.935 0.01 0.00 0.01
H -0.168 -1.888 -2.679 0.00 0.00 -0.01
H -2.769 -1.314 2.908 0.01 0.00 0.00
H 3.093 2.077 2.696 0.00 0.00 0.00
H 0.608 1.137 -1.188 -0.10 -0.03 0.01
H 1.310 -2.619 -2.012 0.00 0.00 0.00
H 1.417 -4.717 0.607 0.00 0.00 0.01
H 2.012 -1.159 2.396 -0.04 -0.02 -0.04
H 2.149 -3.482 1.611 0.01 0.01 0.00
H -3.535 -0.813 1.391 0.01 0.02 0.02
H -3.377 -2.351 -1.370 0.01 0.00 0.02
H 3.941 -0.229 2.126 -0.01 0.02 0.02
H 1.556 0.319 2.805 0.03 -0.02 0.00
H 3.150 -1.248 -0.027 0.00 0.00 0.00
H -3.223 -0.659 -0.908 0.01 -0.01 -0.02
H -1.671 1.928 2.772 -0.02 0.02 0.00
H -0.616 -2.096 3.797 0.00 0.00 -0.02
H -0.893 -3.780 3.367 0.01 0.00 0.02
H 1.449 3.606 1.909 0.00 0.00 0.00
H 1.162 3.932 0.327 0.03 0.00 -0.03
H 3.443 3.615 0.646 0.01 -0.01 0.00
H -2.249 -1.322 -2.237 -0.02 0.01 0.01
H -0.084 -3.613 -2.382 0.00 0.00 0.00
H 0.975 -0.340 -1.677 -0.03 0.04 -0.03
H 2.300 -3.400 -0.148 0.00 -0.01 0.00
H 0.707 2.468 0.939 -0.01 0.03 -0.01
H 4.457 -0.092 -0.167 0.00 0.01 0.00
H -3.612 -2.492 1.910 -0.01 0.01 -0.01
H 2.289 2.713 -1.470 0.00 -0.01 0.00
```
Forces are in eV/Å.

E (hartree): -4188.77032
Max |F| (Eh/bohr): 0.026
2S+1: 2
HOMO (alpha / beta) (eV): -13.537 / -13.536
Net charge: +2
LUMO energy (alpha / beta) (Ha): -0.2545 / -0.2537
HOMO-LUMO gap (alpha / beta) (eV): 6.612 / 6.632


[4]
Computed, not measured: one molecule with the formula C11H17N2OP at a distorted geometry, with the ωB97M-V functional and the def2-TZVPD basis.

The geometry in XYZ format:
```
32
Properties=species:S:1:pos:R:3:forces:R:3
P -3.065 0.060 -0.896 -3.03 1.62 3.04
O -4.527 0.556 -1.005 3.68 -0.25 -0.89
N 0.443 -0.195 0.280 -1.63 -0.58 0.41
N -2.998 -0.615 0.642 0.93 -1.07 -0.52
C 1.813 0.060 2.759 0.26 -0.48 1.79
C -2.788 -1.056 -3.331 -1.56 3.74 0.53
C -0.661 -0.044 0.896 2.40 1.78 0.18
C 2.473 0.434 1.501 -0.56 2.14 1.34
C -1.645 -1.116 0.872 -1.20 -0.09 1.88
C -2.521 -1.289 -1.891 2.70 -0.38 -0.05
C 2.260 0.898 -0.730 0.49 1.22 -0.06
C 3.726 1.119 1.581 0.86 -0.53 0.09
C 3.527 1.440 -0.737 0.56 -0.19 1.35
C 1.588 0.551 0.422 3.08 -1.12 -0.42
C 4.349 1.596 0.403 -2.17 0.11 0.89
H -3.827 -1.197 -3.449 -1.39 -0.09 -0.42
H -1.344 -1.943 0.241 -0.07 0.05 -0.16
H 5.242 2.246 0.392 -0.44 -0.85 0.01
H -0.854 0.855 1.584 0.06 -1.10 -0.86
H 1.743 0.954 3.376 -0.11 0.02 0.28
H -2.633 0.028 -3.683 0.24 -1.62 0.48
H -3.498 -0.231 1.428 0.00 0.15 -0.26
H 2.353 -0.684 3.353 0.05 0.02 -0.10
H 1.710 0.808 -1.614 -0.50 -0.05 -1.55
H -2.837 -2.297 -1.593 -0.40 0.51 0.32
H -1.686 0.908 -0.659 -2.64 -0.63 -1.46
H 3.938 1.735 -1.639 0.59 0.58 -1.86
H -2.342 -1.741 -3.919 1.88 -2.00 -2.12
H 0.806 -0.302 2.616 -0.01 -0.19 0.09
H -1.402 -1.284 -1.719 -0.91 -0.02 -0.19
H -1.574 -1.469 1.906 -0.29 -0.42 0.06
H 4.230 1.214 2.613 -0.86 -0.28 -1.78
```
Forces are in eV/Å.

E (hartree): -955.37212
Max |F| (Eh/bohr): 0.089
HOMO (eV): -8.508
SMILES: CC[P@@H](=O)NC/C=N/c1ccccc1C
LUMO energy (Ha): 0.0131
HOMO-LUMO gap (eV): 8.865


Question: Which of these has the lowest E?
Answer: C23H32F5N3O2ReSe


Copy entry 1 word for word.
Computed, not measured: one molecule with the formula C2H2N2O2S2 at a distorted geometry, with the ωB97M-V functional and the def2-TZVPD basis.

The geometry in XYZ format:
```
10
Properties=species:S:1:pos:R:3:forces:R:3
S -0.216 -0.428 2.055 0.23 -0.36 0.93
S 1.961 -1.188 -0.551 0.49 0.11 0.24
O -1.059 0.940 -1.435 0.31 0.43 -0.46
O -2.410 1.295 0.271 0.66 -0.44 0.48
N 0.240 0.458 -1.700 -0.32 -0.50 -0.65
N 0.606 -0.206 -0.526 -0.51 -0.09 2.04
C -1.378 0.842 -0.110 -0.36 0.17 -0.44
C -0.258 0.038 0.541 0.15 0.32 -1.84
H 0.853 1.259 -1.778 -0.08 0.64 -0.04
H 2.878 -0.340 0.025 -0.57 -0.26 -0.26
```
Forces are in eV/Å.

E (hartree): -1133.67275
Max |F| (Eh/bohr): 0.041
HOMO (eV): -9.264
SMILES: O=c1o[nH]n(S)c1=S
LUMO energy (Ha): -0.0334
HOMO-LUMO gap (eV): 8.355